[1]
The following is a quantum chemistry calculation of a structure of composition C17H15AgF6IN2O2PSbSe2Te2, from OMol25.

Structure (XYZ):
```
50
C17H15AgF6IN2O2PSbSe2Te2, DFT the ωB97M-V functional and the def2-TZVPD basis
Ag 1.102 0.224 -0.621
Se 2.057 2.399 -1.665
Te -0.039 3.009 -2.904
Te -1.112 0.522 -2.917
Se -0.386 -0.522 -4.952
O 3.490 -1.247 3.279
C 2.907 -0.991 2.221
O 2.420 0.117 1.849
C 2.796 -2.159 1.200
P 1.294 -2.051 0.166
C 1.456 -3.434 -1.015
C 1.324 -3.168 -2.373
C 1.413 -4.195 -3.305
C 1.643 -5.494 -2.882
C 1.776 -5.770 -1.525
C 1.677 -4.747 -0.597
C -0.041 -2.639 1.256
C 0.005 -2.418 2.633
C -1.094 -2.718 3.424
C -2.248 -3.236 2.853
C -2.295 -3.474 1.488
C -1.195 -3.181 0.697
H 2.873 -3.111 1.727
H 3.644 -2.080 0.514
H 1.138 -2.154 -2.708
H 1.287 -3.968 -4.356
H 1.708 -6.297 -3.606
H 1.943 -6.787 -1.192
H 1.753 -4.967 0.461
H 0.891 -2.002 3.096
H -1.052 -2.526 4.490
H -3.119 -3.431 3.467
H -3.200 -3.843 1.023
H -1.261 -3.334 -0.373
I -4.095 0.798 3.582
C -2.264 0.828 2.629
C -1.029 0.961 3.224
N -0.125 0.895 2.237
N -0.701 0.713 1.043
C -2.008 0.677 1.257
H -0.743 1.077 4.255
H 0.904 0.785 2.287
H -2.704 0.519 0.449
F -2.883 -1.443 -0.855
Sb -4.753 -1.537 -1.183
F -4.351 -1.549 -3.034
F -6.603 -1.561 -1.589
F -4.707 -3.432 -1.120
F -5.141 -1.556 0.670
F -4.751 0.364 -1.172
```

Results
HOMO energy (spin up / spin down): -0.083 / -0.082 hartree
net charge: -2
energy above the lowest of the compared OMol25 structures with the same formula, charge and spin: 0.0 kJ/mol
multiplicity: 2
orbital gap (spin up / spin down): 6.0 / 5.0 eV
expectation value of S²: 0.758


[2]
The following is a quantum chemistry calculation of an isolated molecule of C4H7F6NP2, from OMol25.

Structure (XYZ):
```
20
C4H7F6NP2, DFT the ωB97M-V functional and the def2-TZVPD basis
C -1.285 1.796 -1.267
P -1.010 2.140 0.564
F -2.466 1.457 0.850
N -0.015 0.702 1.050
P 0.191 -0.860 0.415
C 0.693 -1.840 1.876
C -1.312 -1.428 -0.428
F -1.447 -2.720 -0.679
F -1.389 -0.880 -1.690
C 2.212 -0.422 -0.270
F 3.017 -0.178 0.849
F 2.759 -1.273 -1.164
F 2.045 0.758 -0.931
H -1.037 2.646 -1.844
H -2.376 1.543 -1.373
H -0.795 0.895 -1.709
H 0.466 0.980 1.902
H 1.309 -2.755 1.653
H -0.258 -2.111 2.292
H 1.187 -1.077 2.546
```

Results
HOMO energy (spin up / spin down): -0.296 / -0.296 hartree
SMILES: CP(F)N[P@@](C)(=C(F)F)C(F)(F)F
energy above the lowest of the compared OMol25 structures with the same formula, charge and spin: 324.1 kJ/mol
orbital gap (spin up / spin down): 8.5 / 8.5 eV


[3]
The following is a quantum chemistry calculation of a cluster of 10 separate species, C14H38IN9O22P2 in total, from OMol25.

Structure (XYZ):
```
86
C14H38IN9O22P2, DFT the ωB97M-V functional and the def2-TZVPD basis
O 5.227 -0.508 0.488
C 4.807 -0.136 -0.573
O 5.675 0.228 -1.557
C 3.345 -0.048 -0.996
P 2.192 -0.667 0.311
C 0.694 0.445 0.265
C 0.501 1.387 -0.937
C -0.443 0.859 -2.027
I 0.321 1.227 -3.996
P 1.654 -2.585 -0.612
O 0.890 -2.232 -2.041
O 0.425 -3.090 0.353
H 5.185 0.643 -2.282
H 3.240 -0.640 -1.917
H 3.133 1.000 -1.229
H -0.195 -0.197 0.369
H 0.748 1.043 1.177
H 0.048 2.314 -0.556
H 1.451 1.686 -1.372
H -1.367 1.432 -1.985
H -0.660 -0.203 -1.926
H -0.078 -2.223 -1.968
H -0.094 -2.385 0.767
C 0.654 2.644 4.964
N 0.264 1.768 3.827
O -0.572 2.182 3.050
O 0.822 0.695 3.751
H 0.081 3.561 4.899
H 0.442 2.099 5.878
H 1.720 2.828 4.873
C 1.694 5.069 0.712
N 2.385 3.807 0.346
O 2.797 3.681 -0.790
O 2.490 2.962 1.212
H 1.675 5.710 -0.161
H 0.690 4.799 1.031
H 2.248 5.528 1.525
C -1.661 -5.168 -1.777
N -2.770 -4.223 -2.057
O -2.553 -3.027 -1.915
O -3.830 -4.680 -2.416
H -0.805 -4.591 -1.455
H -1.987 -5.850 -1.000
H -1.459 -5.711 -2.696
C -3.305 -2.023 -5.018
N -2.807 -2.835 -6.160
O -2.171 -3.836 -5.905
O -3.073 -2.440 -7.275
H -2.987 -2.493 -4.098
H -2.880 -1.027 -5.113
H -4.387 -1.985 -5.095
C -4.357 4.105 -0.774
N -3.133 3.356 -0.390
O -2.243 3.949 0.181
O -3.107 2.177 -0.685
H -4.254 5.134 -0.451
H -4.455 4.034 -1.853
H -5.197 3.622 -0.285
C 1.781 -6.475 1.201
N 0.864 -7.033 0.175
O -0.333 -6.884 0.345
O 1.361 -7.593 -0.777
H 1.176 -6.005 1.966
H 2.366 -7.295 1.608
H 2.422 -5.750 0.705
C -7.449 1.092 -1.908
N -7.335 2.542 -1.589
O -7.029 3.301 -2.485
O -7.538 2.870 -0.438
H -7.236 0.959 -2.961
H -6.731 0.571 -1.282
H -8.460 0.787 -1.658
C 4.280 9.433 2.389
N 3.104 8.562 2.118
O 3.236 7.363 2.273
O 2.086 9.107 1.757
H 5.105 8.803 2.699
H 4.502 9.966 1.469
H 3.989 10.131 3.168
C 4.005 -6.839 5.393
N 3.069 -7.401 4.381
O 1.879 -7.263 4.562
O 3.570 -7.963 3.427
H 3.418 -6.372 6.174
H 4.600 -7.664 5.772
H 4.638 -6.121 4.880
```

Results
HOMO energy: -0.294 hartree
SMILES: O=C(O)CP(CCCI)#P(O)O.C[N+](=O)[O-].C[N+](=O)[O-].C[N+](=O)[O-].C[N+](=O)[O-].C[N+](=O)[O-].C[N+](=O)[O-].C[N+](=O)[O-].C[N+](=O)[O-].C[N+](=O)[O-]
orbital gap: 7.7 eV


[4]
The following is a quantum chemistry calculation of a cluster of 2 separate species, C4H12 in total, from OMol25.

Structure (XYZ):
```
16
C4H12, DFT the ωB97M-V functional and the def2-TZVPD basis
C -1.880 -1.087 -1.350
C -2.028 0.274 -0.651
H -1.835 -0.921 -2.411
H -0.904 -1.522 -1.133
H -2.768 -1.751 -1.219
H -1.742 0.117 0.427
H -3.099 0.450 -0.757
H -1.464 1.167 -0.989
C 1.998 0.906 1.600
C 1.897 -0.073 0.442
H 2.807 1.605 1.354
H 0.993 1.252 1.807
H 2.657 0.559 2.474
H 1.651 0.578 -0.490
H 0.994 -0.751 0.538
H 2.722 -0.804 0.356
```

Results
HOMO energy: -0.405 hartree
SMILES: CC.CC
energy above the lowest of the compared OMol25 structures with the same formula, charge and spin: 98.3 kJ/mol
orbital gap: 12.1 eV


[5]
The following is a quantum chemistry calculation of a cluster of 2 separate species, C4H8N2O2 in total, from OMol25.

Structure (XYZ):
```
16
C4H8N2O2, DFT the ωB97M-V functional and the def2-TZVPD basis
C 0.741 0.369 -0.513
C 0.421 -0.630 0.771
C -1.379 -0.328 -0.262
N -1.943 0.796 0.196
C 1.917 -0.414 0.182
O 0.562 1.721 -0.257
N -1.879 -1.287 -0.861
O 2.533 -1.352 -0.380
H 1.296 2.041 0.284
H 0.537 0.057 -1.526
H -2.913 0.943 -0.048
H -1.346 1.605 0.309
H -1.327 -2.105 -1.078
H 0.170 -0.082 1.671
H 0.168 -1.677 0.700
H 2.441 0.342 0.812
```

Results
HOMO energy: -0.279 hartree
energy above the lowest of the compared OMol25 structures with the same formula, charge and spin: 625.0 kJ/mol
orbital gap: 7.4 eV


[6]
The following is a quantum chemistry calculation of a structure of composition C13H14N6PdS2, from OMol25.

Structure (XYZ):
```
36
C13H14N6PdS2, DFT the ωB97M-V functional and the def2-TZVPD basis
Pd -0.446 1.388 0.203
C -0.994 -0.765 3.861
C -1.072 -0.120 2.513
N -0.058 0.471 1.960
N 1.117 0.568 2.589
C 2.111 0.947 1.798
N 3.312 1.077 2.403
S 2.033 1.224 0.098
C -2.290 -0.165 1.709
C -3.489 -0.699 2.177
C -4.587 -0.753 1.340
C -4.471 -0.276 0.043
C -3.263 0.264 -0.358
N -2.204 0.318 0.445
H 0.047 -0.849 4.158
H -1.448 -1.756 3.841
H -1.518 -0.163 4.608
H 3.422 0.712 3.334
H 4.124 1.186 1.823
H -3.551 -1.062 3.193
H -5.524 -1.162 1.693
H -5.302 -0.305 -0.647
H -3.125 0.685 -1.345
C -1.107 7.629 -0.940
C -0.784 6.261 -0.418
C -0.271 6.080 0.864
C -0.024 4.781 1.267
N -0.265 3.747 0.475
C -0.748 4.012 -0.756
S -0.970 2.596 -1.721
N -1.015 5.229 -1.223
H -0.295 8.326 -0.733
H -2.004 8.009 -0.448
H -1.288 7.582 -2.010
H -0.072 6.922 1.513
H 0.385 4.554 2.246
```

Results
HOMO energy: -0.277 hartree
orbital gap: 7.1 eV


[7]
The following is a quantum chemistry calculation of a structure of composition C22H22BF4N3O3ReTe, from OMol25.

Structure (XYZ):
```
57
C22H22BF4N3O3ReTe, DFT the ωB97M-V functional and the def2-TZVPD basis
Re 0.803 -0.938 -3.130
C -1.413 -2.619 4.319
O -0.807 -1.965 3.218
C -0.565 -0.628 3.328
C -0.813 0.132 4.457
C -0.548 1.499 4.441
C -0.058 2.095 3.297
C 0.185 1.336 2.156
C -0.046 -0.029 2.166
N 0.150 -0.901 1.077
C 0.640 -0.573 -0.158
N 1.727 0.204 -0.166
C 2.432 0.774 -1.246
C 2.262 0.382 -2.567
C 3.069 1.038 -3.520
C 3.983 2.002 -3.165
C 4.143 2.372 -1.826
C 3.365 1.760 -0.868
O 3.416 2.025 0.475
C 4.403 2.939 0.920
N 0.082 -1.069 -1.249
C -1.193 -1.707 -1.068
C -1.340 -3.059 -1.312
C -2.591 -3.654 -1.209
C -3.684 -2.878 -0.870
C -3.550 -1.516 -0.625
C -2.301 -0.921 -0.719
O -2.039 0.389 -0.497
C -3.145 1.261 -0.331
H -1.549 -3.653 4.015
H -2.384 -2.175 4.552
H -0.770 -2.581 5.201
H -1.209 -0.331 5.348
H -0.739 2.087 5.328
H 0.132 3.159 3.271
H 0.537 1.827 1.260
H -0.462 -1.705 1.089
H 2.111 0.423 0.742
H 2.968 0.758 -4.561
H 4.591 2.480 -3.921
H 4.863 3.130 -1.556
H 4.317 2.972 2.002
H 4.225 3.936 0.509
H 5.404 2.603 0.641
H -0.467 -3.630 -1.605
H -2.706 -4.710 -1.409
H -4.667 -3.326 -0.803
H -4.422 -0.926 -0.385
H -2.723 2.255 -0.211
H -3.718 1.003 0.564
H -3.785 1.239 -1.214
F -1.277 -1.311 -3.918
B -1.732 0.072 -4.090
F -2.863 0.300 -3.375
F -1.788 0.398 -5.401
F -0.583 0.767 -3.452
Te 2.127 -2.812 -3.946
```

Results
HOMO energy (spin up / spin down): -0.266 / -0.274 hartree
energy above the lowest of the compared OMol25 structures with the same formula, charge and spin: 38.1 kJ/mol
multiplicity: 2
orbital gap (spin up / spin down): 6.2 / 6.8 eV
expectation value of S²: 1.060


[8]
The following is a quantum chemistry calculation of a structure of composition C3H6CsMgO5, from OMol25.

Structure (XYZ):
```
16
C3H6CsMgO5, DFT the ωB97M-V functional and the def2-TZVPD basis
H -2.254 0.426 -2.155
C -1.973 -0.475 -1.568
C -0.839 -0.094 -0.625
O -1.206 0.694 0.480
Mg 0.120 -2.421 -2.465
O -1.581 -1.523 -2.385
H -2.853 -0.733 -0.943
H -0.062 0.431 -1.218
H -0.415 -1.048 -0.250
C 1.425 0.908 1.971
O 2.494 0.499 1.423
O 1.409 2.229 2.341
H 1.547 2.762 1.550
Cs 4.438 -2.016 -0.245
O 0.665 0.169 2.677
H -0.916 0.192 1.413
```

Results
HOMO energy: -0.077 hartree
net charge: -1
energy above the lowest of the compared OMol25 structures with the same formula, charge and spin: 27.5 kJ/mol
orbital gap: 3.2 eV


[9]
The following is a quantum chemistry calculation of a structure of composition CH3N5, from OMol25.

Structure (XYZ):
```
9
CH3N5, DFT the ωB97M-V functional and the def2-TZVPD basis
N 1.107 -1.202 0.852
C 0.076 -0.362 0.555
N -0.991 0.053 0.883
N -1.350 1.369 -0.715
N -0.362 0.974 -1.386
N 0.583 0.338 -1.191
H 1.185 -1.426 1.831
H 1.983 -1.019 0.389
H -2.231 1.276 -1.217
```

Results
HOMO energy: -0.366 hartree
energy above the lowest of the compared OMol25 structures with the same formula, charge and spin: 275.4 kJ/mol
orbital gap: 10.1 eV


[10]
The following is a quantum chemistry calculation of a structure of composition C40H45CdF3N3O2S, from OMol25.

Structure (XYZ):
```
95
C40H45CdF3N3O2S, DFT the ωB97M-V functional and the def2-TZVPD basis
Cd -0.135 -0.254 -0.314
C 1.730 2.549 -1.659
O 1.506 1.172 -1.873
C 2.584 0.422 -2.230
C 3.872 0.920 -2.336
C 4.944 0.124 -2.698
C 4.721 -1.193 -3.008
C 3.422 -1.703 -2.970
C 2.364 -0.928 -2.565
N 1.012 -1.318 -2.427
N 0.723 -2.541 -2.551
C -0.577 -2.912 -2.413
C -1.681 -2.041 -2.154
O -1.602 -0.782 -1.905
C -3.027 -2.587 -2.197
C -3.247 -3.884 -2.463
C -2.172 -4.809 -2.595
C -2.444 -6.145 -2.833
C -1.425 -7.069 -2.928
C -0.120 -6.620 -2.756
C 0.178 -5.280 -2.559
C -0.847 -4.305 -2.530
H 2.151 2.934 -2.569
H 2.420 2.685 -0.824
H 0.762 2.976 -1.402
H 4.029 1.942 -2.053
H 5.945 0.536 -2.667
H 5.534 -1.887 -3.233
H 3.278 -2.743 -3.229
H -3.833 -1.890 -2.120
H -4.269 -4.222 -2.577
H -3.470 -6.415 -3.007
H -1.607 -8.123 -3.055
H 0.665 -7.346 -2.715
H 1.198 -4.976 -2.391
C -0.995 1.337 1.209
C 0.132 2.182 1.603
C -0.013 3.411 0.940
C -1.172 3.331 0.139
C -1.827 2.125 0.342
C -3.271 1.899 -0.014
C -3.479 1.968 -1.546
C -3.706 0.542 0.522
C -4.134 2.999 0.638
C 0.696 4.790 1.017
C 0.554 5.575 -0.307
C 2.210 4.755 1.281
C -0.022 5.614 2.092
C 1.133 1.734 2.690
C 0.622 0.408 3.296
C 2.556 1.450 2.147
C 1.202 2.717 3.853
H -1.365 0.518 1.790
H -1.561 4.119 -0.495
H -2.932 1.211 -2.097
H -3.164 2.924 -1.966
H -4.550 1.864 -1.770
H -3.189 -0.294 0.029
H -4.768 0.380 0.355
H -3.544 0.470 1.604
H -3.870 3.993 0.242
H -3.998 3.013 1.724
H -5.200 2.796 0.451
H 0.986 5.045 -1.156
H 1.085 6.517 -0.206
H -0.478 5.835 -0.574
H 2.697 4.237 0.473
H 2.452 4.246 2.216
H 2.632 5.754 1.344
H -1.084 5.720 1.829
H 0.421 6.616 2.057
H 0.057 5.174 3.076
H 0.554 -0.388 2.533
H -0.368 0.505 3.777
H 1.293 0.051 4.092
H 2.502 0.758 1.336
H 3.192 0.991 2.883
H 3.046 2.380 1.807
H 0.229 3.049 4.155
H 1.793 3.599 3.645
H 1.675 2.237 4.709
F 2.109 -5.764 2.536
C 2.067 -4.541 1.984
F 2.695 -4.659 0.801
F 2.807 -3.701 2.762
C 0.678 -3.995 1.865
C -0.361 -4.668 2.454
C -1.654 -4.167 2.313
C -1.813 -3.046 1.524
N -0.800 -2.367 0.964
C 0.467 -2.787 1.193
S 1.745 -1.786 0.596
H -0.214 -5.607 2.973
H -2.518 -4.633 2.754
H -2.821 -2.723 1.321
```

Results
HOMO energy: -0.159 hartree
net charge: -1
energy above the lowest of the compared OMol25 structures with the same formula, charge and spin: 0.0 kJ/mol
orbital gap: 6.6 eV


[11]
The following is a quantum chemistry calculation of a cluster of 6 separate species, C20H52ClIO13PS in total, from OMol25.

Structure (XYZ):
```
89
C20H52ClIO13PS, DFT the ωB97M-V functional and the def2-TZVPD basis
O -6.400 0.632 -4.207
P -6.977 0.205 -5.449
O -8.141 1.100 -5.992
O -7.550 -1.255 -5.279
S -5.411 -0.022 -6.961
Cl -6.370 0.035 -8.745
I -3.968 1.879 -6.938
H -7.938 2.044 -5.842
H -7.991 -1.487 -6.125
C -1.784 -3.005 -1.682
O -2.721 -2.074 -1.165
C -2.581 -0.776 -1.723
C -3.614 -0.524 -2.800
O -3.410 -1.371 -3.934
C -4.294 -2.478 -3.944
H -2.118 -4.006 -1.410
H -1.709 -2.945 -2.770
H -0.799 -2.831 -1.237
H -1.569 -0.627 -2.110
H -2.741 -0.060 -0.913
H -3.512 0.509 -3.148
H -4.625 -0.645 -2.404
H -5.295 -2.152 -4.250
H -4.355 -2.960 -2.966
H -3.927 -3.207 -4.667
C 0.054 -6.889 -3.409
O -1.360 -6.779 -3.360
C -1.869 -5.781 -4.227
C -2.420 -6.378 -5.507
O -1.399 -6.965 -6.294
C -1.344 -8.379 -6.169
H 0.332 -7.826 -2.929
H 0.427 -6.897 -4.435
H 0.514 -6.062 -2.858
H -1.102 -5.031 -4.446
H -2.687 -5.284 -3.693
H -2.863 -5.574 -6.106
H -3.206 -7.106 -5.285
H -2.161 -8.838 -6.735
H -1.400 -8.697 -5.126
H -0.396 -8.714 -6.586
C -2.405 3.484 3.537
O -2.555 2.100 3.804
C -3.370 1.436 2.852
C -2.536 0.685 1.836
O -1.776 1.570 1.023
C -0.418 1.666 1.428
H -1.576 3.853 4.139
H -2.184 3.678 2.484
H -3.315 4.021 3.825
H -4.042 2.143 2.355
H -3.984 0.717 3.402
H -3.207 0.135 1.169
H -1.885 -0.042 2.331
H 0.131 0.770 1.116
H -0.325 1.791 2.508
H 0.018 2.534 0.936
C 1.625 5.708 3.687
O 2.829 4.966 3.599
C 3.676 5.147 4.727
C 3.562 3.986 5.697
O 2.272 3.927 6.286
C 1.439 2.951 5.686
H 0.938 5.320 2.935
H 1.159 5.614 4.670
H 1.819 6.765 3.475
H 3.458 6.095 5.228
H 4.702 5.194 4.350
H 4.280 4.137 6.510
H 3.809 3.041 5.205
H 1.732 1.950 6.022
H 1.480 2.996 4.595
H 0.415 3.142 6.006
C 9.340 1.467 2.575
O 8.521 2.588 2.285
C 7.137 2.274 2.263
C 6.451 2.682 3.550
O 6.917 1.921 4.654
C 7.865 2.617 5.446
H 10.333 1.836 2.827
H 8.956 0.890 3.419
H 9.417 0.820 1.695
H 6.985 1.208 2.065
H 6.695 2.839 1.436
H 5.379 2.482 3.454
H 6.577 3.753 3.737
H 7.359 3.365 6.067
H 8.625 3.107 4.834
H 8.353 1.893 6.097
```

Results
HOMO energy: -0.374 hartree
net charge: +1
orbital gap: 3.5 eV


| no. | M (g/mol) |
| --- | --- |
| 1 | 1193.93 |
| 2 | 245.04 |
| 3 | 873.35 |
| 4 | 60.14 |
| 5 | 116.12 |
| 6 | 424.85 |
| 7 | 777.05 |
| 8 | 279.29 |
| 9 | 85.07 |
| 10 | 801.29 |
| 11 | 726.02 |